[1]
The following is a DFT calculation (ωB97M-V/def2-TZVPD) of one molecule with the formula C15H31N2O6P in a non-equilibrium geometry.

E_tot, eV: -40606.0455
Frontier orbital gap, eV: 9.264
Largest force on an atom, eV Å⁻¹: 5.305
HOMO energy, eV: -8.81

Geometry as XYZ:
```
55
C15H31N2O6P (ωB97M-V/def2-TZVPD)
C 2.525 2.610 3.664
C 3.118 1.586 2.662
C 2.698 1.854 1.183
C 1.474 1.013 0.732
O 0.793 1.648 -0.319
C 1.650 2.110 -1.371
O 0.579 1.059 1.885
C -0.620 0.654 1.606
N -1.604 0.141 1.505
C 1.815 -0.500 0.479
C 1.299 -1.101 -0.861
O -0.091 -1.004 -1.048
C -0.473 -0.496 -2.317
C -1.604 0.562 -2.130
O -2.768 0.205 -2.872
C -3.926 0.843 -2.317
C -4.831 -0.201 -1.635
O -4.787 -0.120 -0.212
C -5.498 -1.244 0.296
C -5.760 -1.122 1.799
O 3.232 -0.652 0.556
C 3.645 -1.995 0.838
P 4.531 -2.631 -0.698
N 4.200 -4.143 -1.041
H 1.518 2.943 3.382
H 3.170 3.490 3.800
H 2.478 2.102 4.641
H 2.794 0.568 2.920
H 4.217 1.608 2.728
H 2.352 2.903 1.129
H 3.548 1.767 0.500
H 2.041 3.121 -1.198
H 1.057 2.075 -2.296
H 2.469 1.383 -1.496
H 1.378 -1.090 1.306
H 1.914 -0.687 -1.677
H 1.542 -2.186 -0.821
H 0.335 0.011 -2.866
H -0.865 -1.289 -2.980
H -1.232 1.529 -2.538
H -1.772 0.730 -1.058
H -4.493 1.261 -3.168
H -3.670 1.692 -1.666
H -4.465 -1.201 -1.928
H -5.876 -0.040 -1.962
H -4.974 -2.185 0.055
H -6.486 -1.265 -0.214
H -6.534 -1.868 2.052
H -6.134 -0.137 2.105
H -4.873 -1.397 2.389
H 4.378 -1.931 1.659
H 2.809 -2.675 1.047
H 5.925 -2.390 -0.514
H 4.093 -1.793 -1.752
H 3.761 -4.126 -1.962
```


[2]
The following is a DFT calculation (ωB97M-V/def2-TZVPD) of C15H31NO3P2Pt as an isolated structure in a non-equilibrium geometry.

E_tot, eV: -45507.1236
Energy relative to the best compared isomer or geometry (same formula, charge and spin), kcal/mol: 2.3
Spin multiplicity: 3
Frontier orbital gap (alpha / beta), eV: 7.348 / 5.071
Largest force on an atom, eV Å⁻¹: 4.540
HOMO energy (alpha / beta), eV: -7.90 / -7.87

Geometry as XYZ:
```
53
C15H31NO3P2Pt (ωB97M-V/def2-TZVPD)
P 1.084 -4.530 -1.331
P 0.672 3.985 2.816
C -0.585 1.953 0.969
C 0.656 2.448 1.692
H -1.447 1.866 1.653
H -0.858 2.634 0.146
H 1.031 1.647 2.346
H 1.421 2.669 0.931
C -1.057 4.372 3.145
H -1.096 4.868 4.122
H -1.658 3.456 3.206
H -1.453 5.040 2.373
C 1.326 5.299 1.754
H 1.189 5.049 0.696
H 2.393 5.416 1.975
H 0.802 6.235 1.983
C -0.545 -5.187 -1.849
H -0.657 -6.125 -1.286
H -0.564 -5.408 -2.923
H -1.359 -4.505 -1.571
C 1.931 -4.587 -2.961
H 2.291 -3.596 -3.268
H 1.284 -5.027 -3.730
H 2.798 -5.244 -2.795
Pt -0.523 0.002 0.040
C 0.805 0.642 -1.308
C -0.545 0.605 -1.863
C -1.091 -0.482 -2.781
C -1.688 -1.634 -1.942
C -0.757 -1.839 -0.711
C 0.557 -2.368 -1.195
C 1.803 -1.652 -0.794
C 1.924 -0.336 -1.626
C -0.752 -0.763 1.966
H 1.167 1.664 -1.124
H -0.978 1.604 -2.025
H -0.320 -0.827 -3.483
H -1.885 -0.040 -3.394
H -2.682 -1.348 -1.576
H -1.805 -2.555 -2.525
H -1.221 -2.530 0.014
H 0.524 -2.473 -2.287
H 2.682 -2.285 -0.974
H 1.765 -1.404 0.281
H 2.877 0.150 -1.374
H 1.955 -0.544 -2.708
H 0.037 -0.347 2.609
H -0.731 -1.861 1.967
H -1.728 -0.388 2.320
O -3.393 1.554 3.159
N -3.090 1.370 4.346
O -2.000 1.635 4.862
O 1.494 3.722 4.032
```


[3]
The following is a DFT calculation (ωB97M-V/def2-TZVPD) of C15H32B3Br3F4O11P2 as an isolated structure in a non-equilibrium geometry.

E_tot, eV: -280206.2377
Frontier orbital gap, eV: 8.086
Largest force on an atom, eV Å⁻¹: 8.005
HOMO energy, eV: -9.70

Geometry as XYZ:
```
70
C15H32B3Br3F4O11P2 (ωB97M-V/def2-TZVPD)
F 1.664 3.274 9.688
C 1.660 4.491 9.020
C 3.007 4.735 8.306
B 2.872 5.592 6.985
O 1.972 6.667 6.834
B 0.993 6.153 5.960
C -0.523 6.526 6.304
C -1.549 5.512 5.737
C -1.720 4.248 6.623
Br -0.601 2.752 5.980
O 1.360 5.340 4.890
B 2.736 5.114 4.778
C 3.386 4.600 3.417
C 2.348 4.235 2.320
C 2.482 2.727 1.998
F 2.280 2.052 3.170
Br 4.227 2.328 1.201
C 1.384 2.229 1.009
F 1.591 2.697 -0.225
F 0.190 2.599 1.504
Br 1.382 0.271 0.915
O 3.624 5.280 5.846
H 1.479 5.325 9.720
H 0.801 4.491 8.328
H 3.374 3.735 8.008
H 3.767 5.133 8.999
H -0.714 7.532 5.891
H -0.589 6.574 7.402
H -1.385 5.235 4.688
H -2.539 6.006 5.765
H -1.549 4.449 7.688
H -2.769 3.938 6.518
H 3.995 3.725 3.700
H 4.115 5.364 3.097
H 1.308 4.476 2.573
H 2.582 4.778 1.388
C 0.981 0.160 -3.335
O 0.896 -1.136 -3.952
P -0.203 -2.201 -3.237
O 0.662 -2.641 -2.091
O -0.100 -3.213 -4.522
C 0.145 -2.731 -5.845
O -1.652 -2.873 -2.744
C -1.635 -4.244 -2.360
H 1.708 0.754 -3.884
H 0.014 0.662 -3.372
H 1.305 0.060 -2.299
H 1.216 -2.735 -6.047
H -0.256 -1.730 -5.990
H -0.342 -3.405 -6.550
H -1.216 -4.346 -1.360
H -1.069 -4.854 -3.063
H -2.668 -4.590 -2.349
C -4.454 -6.222 -9.031
O -3.843 -6.281 -7.733
P -2.690 -7.503 -7.532
O -3.644 -8.639 -7.295
O -2.171 -6.824 -6.137
C -2.208 -5.410 -5.921
O -1.278 -8.379 -7.704
C -0.984 -9.343 -6.698
H -5.163 -5.397 -9.035
H -3.702 -6.044 -9.801
H -4.985 -7.152 -9.243
H -3.146 -5.135 -5.438
H -2.094 -4.859 -6.852
H -1.389 -5.143 -5.256
H -1.590 -10.236 -6.850
H -1.152 -8.945 -5.698
H 0.068 -9.607 -6.799
```


[4]
The following is a DFT calculation (ωB97M-V/def2-TZVPD) of a 3-piece molecular cluster, C15H32BClFN3O6PS2 overall in a non-equilibrium geometry.

E_tot, eV: -79700.2437
Frontier orbital gap, eV: 8.868
Largest force on an atom, eV Å⁻¹: 3.207
Net charge: +1
HOMO energy, eV: -12.22

Geometry as XYZ:
```
62
C15H32BClFN3O6PS2 (ωB97M-V/def2-TZVPD)
C 3.084 -1.631 0.229
C 2.135 -1.775 -1.000
C 1.665 -0.420 -1.540
F 1.213 -0.504 -2.823
N 0.745 0.274 -0.631
C -0.546 0.261 -0.817
N -1.279 -0.389 -1.721
N -1.114 1.066 0.170
C -0.097 1.416 1.157
P -0.199 0.206 2.628
O 1.256 0.299 3.404
Cl -0.260 -1.725 1.822
C 1.253 1.195 0.364
B 1.811 2.633 -0.134
C 3.312 3.037 0.191
O 1.012 3.513 -0.798
H 3.929 -2.320 0.144
H 2.533 -1.933 1.125
H 3.508 -0.623 0.326
H 2.723 -2.266 -1.783
H 1.305 -2.430 -0.717
H 2.581 0.194 -1.580
H -1.801 0.156 -2.394
H -1.290 -1.391 -1.833
H -1.905 0.537 0.544
H -0.276 2.453 1.460
H 1.757 1.073 3.096
H 2.045 0.820 1.018
H 3.384 4.088 0.504
H 3.979 2.910 -0.675
H 3.698 2.417 1.012
H 1.534 4.144 -1.316
C -1.042 -6.501 -1.023
C -0.267 -7.809 -0.827
C 1.228 -7.467 -0.858
S 1.367 -5.774 -0.281
O 1.847 -4.951 -1.369
O 1.991 -5.755 1.016
C -0.389 -5.489 -0.087
H -2.102 -6.622 -0.804
H -0.947 -6.167 -2.060
H -0.525 -8.243 0.141
H -0.516 -8.544 -1.592
H 1.806 -8.114 -0.203
H 1.629 -7.509 -1.870
H -0.624 -4.455 -0.337
H -0.644 -5.692 0.953
C -2.236 6.261 -0.186
C -2.408 4.737 -0.164
C -2.889 4.350 1.239
S -3.786 5.773 1.873
O -3.063 6.301 3.000
O -5.186 5.456 1.948
C -3.495 6.831 0.461
H -2.102 6.639 -1.199
H -1.357 6.543 0.399
H -3.157 4.445 -0.904
H -1.480 4.223 -0.416
H -3.555 3.490 1.217
H -2.054 4.156 1.911
H -3.383 7.861 0.792
H -4.355 6.741 -0.203
```